Entry 1:
ORCA calculation (wB97M-V/def2-TZVPD) on C40H39N6O3PSSe2Ti as an isolated structure in a non-equilibrium geometry.

```
! RIJCOSX wB97M-V def2-TZVPD def2/J DEFGRID3
* xyz 0 3
Ti -0.2197 0.1512 -0.5832
Se -1.6864 -1.5845 2.9508
P -0.1873 -0.1000 3.2593
Se 1.0375 0.7034 1.5754
C 1.0099 -0.7055 4.5175
C 0.5843 -1.6120 5.4826
C 1.4679 -2.0515 6.4562
C 2.7779 -1.5958 6.4695
C 3.2047 -0.6987 5.5015
C 2.3230 -0.2477 4.5315
C -0.9716 1.3017 4.1537
C -0.7034 2.6256 3.8423
C -1.3805 3.6436 4.4998
C -2.3136 3.3407 5.4765
C -2.5509 2.0170 5.8204
C -1.8890 0.9979 5.1577
H -0.4339 -1.9786 5.4602
H 1.1298 -2.7609 7.2004
H 3.4661 -1.9372 7.2320
H 4.2298 -0.3511 5.4941
H 2.6442 0.4594 3.7776
H 0.0319 2.8541 3.0827
H -1.1796 4.6741 4.2374
H -2.8596 4.1344 5.9703
H -3.2587 1.7707 6.6015
H -2.0962 -0.0363 5.3986
O 0.3640 0.9802 -4.0330
S -0.6707 1.1066 -3.0405
O -0.3512 1.9737 -1.8861
N -1.1510 -0.2147 -2.3311
C -1.0020 -1.5373 -2.7433
C -1.2909 -2.0333 -4.0072
C -1.1701 -3.4002 -4.2469
C -0.7928 -4.2660 -3.2440
C -0.4810 -3.7898 -1.9557
C -0.0470 -4.6204 -0.8893
C 0.4193 -4.0131 0.2693
C 0.3980 -2.6410 0.4044
N -0.1533 -1.8028 -0.5254
C -0.5572 -2.3973 -1.7160
C -2.1139 1.8311 -3.8087
C -2.0048 2.6396 -4.9272
C -3.1534 3.1868 -5.4791
C -4.3923 2.9275 -4.9097
C -4.4894 2.1237 -3.7817
C -3.3477 1.5652 -3.2318
H -1.5995 -1.3512 -4.7896
H -1.3916 -3.7853 -5.2343
H -0.6946 -5.3273 -3.4357
H -0.0593 -5.6964 -0.9986
H 0.8108 -4.6102 1.0819
H 0.8358 -2.1791 1.2740
H -1.0287 2.8128 -5.3614
H -3.0870 3.8147 -6.3573
H -5.2850 3.3601 -5.3417
H -5.4567 1.9278 -3.3383
H -3.3898 0.9014 -2.3787
C 2.6089 -2.0044 -2.6093
N 3.4144 -0.8148 -2.3665
C 4.7537 -0.7185 -2.9106
C 5.5948 0.1336 -1.9752
C 4.9501 1.5032 -1.8737
N 3.5227 1.3892 -1.6201
C 2.8717 2.5501 -1.0344
C 2.8179 0.2443 -1.7765
O 1.6418 0.1488 -1.3749
H 3.2612 -2.8090 -2.9404
H 1.8426 -1.8215 -3.3668
H 2.1184 -2.3155 -1.6881
H 4.7391 -0.2798 -3.9160
H 5.1631 -1.7251 -2.9848
H 6.6161 0.2244 -2.3435
H 5.6206 -0.3373 -0.9908
H 5.1111 2.0655 -2.8008
H 5.3949 2.0720 -1.0537
H 2.9759 2.5566 0.0553
H 1.8153 2.5421 -1.2895
H 3.3307 3.4480 -1.4482
N -4.2017 0.5269 0.3850
C -3.0897 -0.1629 0.0530
N -2.0084 0.5833 0.1148
C -2.4394 1.8542 0.4942
C -1.7410 3.0457 0.6584
C -2.4607 4.1626 1.0394
C -3.8381 4.1076 1.2634
C -4.5483 2.9354 1.0865
C -3.8273 1.8171 0.6907
H -5.1218 0.1352 0.4830
H -3.0993 -1.2156 -0.1735
H -0.6768 3.0927 0.4797
H -1.9404 5.0983 1.1961
H -4.3616 5.0017 1.5750
H -5.6163 2.8855 1.2526
*
```

Results
**ΔE to the lowest compared entry with this formula, charge and spin**: 0.9374 eV
**Kohn-Sham gap (spin up / spin down)**: 5.1586 / 7.5987 eV
**LUMO level (spin up / spin down)**: 0.39 / 0.40 eV

Results of the Löwdin charge analysis, in e, for atoms 1 through 4:
1 Ti 0.63
2 Se 0.31
3 P 0.23
4 Se 0.48

Entry 2:
ORCA calculation (wB97M-V/def2-TZVPD) on a 2-piece molecular cluster, C6H16O overall in a non-equilibrium geometry.

```
! RIJCOSX wB97M-V def2-TZVPD def2/J DEFGRID3
* xyz 0 1
C -3.5702 -1.2756 0.1432
C -0.5768 1.8535 0.3412
C 0.6772 1.3020 -0.3053
C 1.1602 0.0579 0.3655
C 2.4446 -0.2266 -0.3557
C 3.1978 -1.3447 0.0970
H -2.8723 0.0889 -1.3861
H -3.9322 -0.9057 1.0286
H -4.2841 -1.3336 -0.6013
H -3.0121 -2.2277 0.3236
H -1.4268 1.1929 0.1566
H -0.5166 2.0852 1.4997
H -1.0685 2.6680 -0.1327
H 1.4258 2.0128 -0.3433
H 0.3179 0.9400 -1.2411
H 1.2704 0.0422 1.3971
H 0.3609 -0.7137 0.1895
H 3.2930 0.5707 -0.2502
H 2.0723 -0.4564 -1.3208
H 2.3840 -2.1399 0.7029
H 3.7867 -1.7798 -0.8115
H 3.8638 -0.8683 1.0816
O -2.7075 -0.1718 -0.2511
*
```

Results
**ΔE to the lowest compared entry with this formula, charge and spin**: 4.5185 eV
**SMILES string**: CCCCC.CO
**Kohn-Sham gap**: 10.9134 eV
**LUMO level**: 0.54 eV

Results of the Löwdin charge analysis, in e, for atoms 1 through 4:
1 C -0.13
2 C -0.12
3 C -0.28
4 C -0.25

Entry 3:
ORCA calculation (wB97M-V/def2-TZVPD) on a 2-piece molecular cluster, C3H8N2O overall in a non-equilibrium geometry.

```
! RIJCOSX wB97M-V def2-TZVPD def2/J DEFGRID3
* xyz 0 1
C -0.2838 0.4181 -2.2442
C -0.3497 -1.5214 0.5974
C 0.8847 0.8066 1.1647
N -1.1862 0.6025 -0.1677
N -0.2705 0.0105 0.5821
O -0.4858 1.1645 -3.1045
H 0.3947 -0.3910 -2.3207
H -0.6192 -2.0073 1.5120
H -1.0599 -1.5523 -0.1954
H 0.5488 -2.0230 0.2280
H 1.0750 0.2770 2.0897
H 1.7788 0.8592 0.5995
H 0.4664 1.8066 1.4600
H -0.8934 1.5500 -0.2010
*
```

Results
**ΔE to the lowest compared entry with this formula, charge and spin**: 5.8862 eV
**Kohn-Sham gap (spin up / spin down)**: 7.6911 / 7.6618 eV
**LUMO level (spin up / spin down)**: 0.83 / 0.82 eV

Results of the Löwdin charge analysis, in e, for atoms 1 through 4:
1 C -0.13
2 C -0.03
3 C -0.04
4 N 0.04

Entry 4:
ORCA calculation (wB97M-V/def2-TZVPD) on C48H79F2N15O17P3RbS2 as an isolated structure in a non-equilibrium geometry.

```
! RIJCOSX wB97M-V def2-TZVPD def2/J DEFGRID3
* xyz 0 1
Rb -0.9304 2.5824 -4.4917
N -0.1582 1.3029 -2.1595
S 0.3872 1.6521 -0.8517
O 1.6572 1.0311 -0.4382
O -0.5143 1.8297 0.2514
F 0.9077 3.1408 -1.2848
S -0.5839 -0.2880 -1.7569
O -1.7733 -0.3634 -0.8807
O 0.4181 -1.3228 -1.6320
F -1.1454 -0.7267 -3.1982
C 0.8511 -6.5156 -4.5606
C -0.2616 -7.2060 -4.0981
C -1.1565 -6.5879 -3.2833
C -0.9480 -5.3098 -2.7801
C 0.1942 -4.5656 -3.1833
C 1.1525 -5.2159 -4.0246
N -1.9764 -4.6863 -1.8646
O -3.0320 -5.3140 -1.6532
O -1.6690 -3.6987 -1.1669
H 1.4392 -6.9787 -5.3392
H -0.4515 -8.2197 -4.4187
H -2.0327 -7.1280 -2.9566
H 0.2975 -3.5122 -2.9687
H 1.9412 -4.6341 -4.4783
C -3.7079 4.4185 -1.5818
C -5.0440 4.5802 -1.9610
C -6.0703 4.4370 -1.0422
C -5.8232 4.0801 0.2469
C -4.4469 3.8713 0.6255
C -3.3977 4.0667 -0.2481
N -6.8895 4.0692 1.3269
O -6.7414 3.3367 2.2521
O -7.8563 4.7307 1.0118
H -2.9151 4.4319 -2.3150
H -5.3672 4.6524 -2.9889
H -7.0787 4.4040 -1.4274
H -4.2249 3.6430 1.6575
H -2.3743 3.9139 0.0613
C 2.2071 4.7138 2.6825
C 1.1413 4.0169 2.1258
C -0.1395 4.6800 2.1465
C -0.2953 5.9663 2.7149
C 0.8539 6.5662 3.3683
C 2.0739 5.9079 3.4108
N -1.6461 6.6211 2.8291
O -1.6779 7.6486 3.5407
O -2.5386 6.2642 2.0760
H 3.2110 4.3184 2.7303
H 1.2388 3.0465 1.6619
H -0.9672 4.0594 1.8363
H 0.7665 7.5176 3.8720
H 2.9187 6.3133 3.9477
C 4.3355 -0.3209 -2.1457
C 4.2938 0.5463 -3.2787
C 5.2570 0.4249 -4.2638
C 6.2706 -0.5166 -4.1532
C 6.3221 -1.3463 -3.0450
C 5.3335 -1.2951 -2.0813
N 7.2247 -0.6857 -5.3036
O 8.0515 -1.5430 -5.2410
O 7.1198 0.1991 -6.1938
H 3.5326 -0.3278 -1.4235
H 3.4313 1.1835 -3.4072
H 5.1242 0.9655 -5.1893
H 7.1115 -2.0831 -3.0642
H 5.3302 -1.9129 -1.1954
C -5.2558 -1.1796 2.3193
C -4.1011 -0.6856 1.7101
C -3.3311 0.3098 2.3230
C -3.8921 0.9813 3.4163
C -5.1357 0.5771 3.9528
C -5.8142 -0.4970 3.4183
N -3.0700 1.9606 4.1399
O -2.2465 2.6720 3.5181
O -3.2032 1.9720 5.3549
H -5.7668 -1.9652 1.7827
H -3.7260 -1.1905 0.8322
H -2.3801 0.6356 1.9283
H -5.4299 0.9882 4.9072
H -6.7747 -0.8397 3.7739
O -7.9134 -0.4854 -3.6336
P -6.8733 -1.1270 -2.7782
N -5.7531 -1.9953 -3.7270
C -4.2991 -2.3923 -3.3477
C -6.2607 -2.5101 -5.0303
N -7.4919 -2.3774 -1.8301
C -8.9255 -2.6675 -1.7913
C -6.7339 -3.1128 -0.7965
N -5.9982 -0.1434 -1.7042
C -6.8124 0.6429 -0.6847
C -4.8354 0.6955 -2.2270
H -4.0076 -3.3377 -3.8053
H -4.2519 -2.7053 -2.3046
H -3.6030 -1.6344 -3.7069
H -7.1455 -3.1199 -4.8475
H -5.5841 -3.1578 -5.5877
H -6.6108 -1.6187 -5.5508
H -9.1359 -3.6106 -1.2871
H -9.3607 -1.9056 -1.1446
H -9.2924 -2.6503 -2.8175
H -5.6797 -2.8374 -0.7646
H -7.2599 -3.1223 0.1581
H -6.6601 -4.1544 -1.1092
H -7.4959 1.3360 -1.1751
H -7.4439 -0.1147 -0.2207
H -6.2826 1.2262 0.0685
H -4.0031 0.7205 -1.5236
H -5.1901 1.7244 -2.2870
H -4.5326 0.4188 -3.2368
O 1.3677 -3.5532 4.4073
P 1.4754 -2.9748 3.0737
N 2.9859 -3.0974 2.2504
C 4.1836 -3.5470 2.9720
C 3.1332 -2.7425 0.8368
N 1.1555 -1.3215 3.0250
C 1.6236 -0.5329 4.1554
C 0.9332 -0.5155 1.8480
N 0.3028 -3.6483 1.9591
C 0.5050 -4.9279 1.2179
C -1.1326 -3.4088 2.2974
H 3.9779 -4.0750 3.9031
H 4.6950 -2.6507 3.3232
H 4.7306 -4.1171 2.2211
H 2.1873 -2.5797 0.3202
H 3.8654 -3.4163 0.3919
H 3.5412 -1.7319 0.8180
H 0.9010 0.2596 4.3503
H 1.6971 -1.2038 5.0113
H 2.6068 -0.1020 3.9661
H 0.7762 -1.2007 1.0150
H 0.0900 0.1578 2.0018
H 1.7629 0.1486 1.6059
H 0.7742 -5.7803 1.8417
H -0.3276 -5.1413 0.5477
H 1.3337 -4.7514 0.5322
H -1.3737 -2.6428 3.0345
H -1.6630 -4.3450 2.4711
H -1.5943 -3.1438 1.3462
O 5.2761 3.5058 2.1149
P 6.2857 2.5525 1.5981
N 5.8962 0.9393 1.8329
C 6.8270 -0.1346 1.5246
C 4.4806 0.4748 1.7840
N 7.7964 2.7052 2.3591
C 7.9718 2.3159 3.7419
C 8.5524 3.9793 2.1251
N 6.5859 2.7533 -0.0653
C 7.4701 1.8771 -0.9044
C 5.3542 3.0711 -0.8027
H 6.4684 -0.5174 0.5691
H 6.8194 -0.8574 2.3405
H 7.8003 0.3299 1.3668
H 3.9887 0.4278 0.8124
H 3.8050 1.1670 2.2866
H 4.4739 -0.5341 2.1964
H 7.4552 1.3587 3.8128
H 9.0039 2.0921 4.0118
H 7.6210 3.0592 4.4579
H 8.3492 4.7771 2.8394
H 9.6131 3.7755 2.2716
H 8.3405 4.3862 1.1364
H 8.4214 1.7895 -0.3796
H 6.9766 0.9067 -0.9584
H 7.6788 2.3201 -1.8783
H 4.7811 2.1467 -0.8753
H 5.5759 3.4798 -1.7885
H 4.8212 3.8875 -0.3152
*
```

Results
**Kohn-Sham gap**: 5.9590 eV
**LUMO level**: -1.91 eV

Results of the Löwdin charge analysis, in e, for atoms 1 through 4:
1 Rb 0.89
2 N -0.42
3 S 0.38
4 O -0.30

Entry 5:
ORCA calculation (wB97M-V/def2-TZVPD) on a 5-piece molecular cluster, C17H26N2O5 overall in a non-equilibrium geometry.

```
! RIJCOSX wB97M-V def2-TZVPD def2/J DEFGRID3
* xyz 0 1
O 2.7406 2.4057 -0.6381
C 3.5793 1.6188 -0.2834
O 4.5732 1.9709 0.5426
C 5.2830 0.8452 1.0339
C 4.5152 -0.4244 0.6400
C 3.5579 0.1181 -0.4607
H 5.4475 0.9816 2.1038
H 6.2654 0.8295 0.5484
H 3.9455 -0.8784 1.4508
H 5.3075 -1.1099 0.3483
H 2.5636 -0.3129 -0.4469
H 4.0260 -0.3031 -1.3563
O -3.8607 -0.4301 -3.3142
C -3.4069 0.4481 -2.6357
O -4.1041 0.8547 -1.5555
C -3.3313 1.6617 -0.6895
C -2.0538 2.0292 -1.4461
C -1.9785 0.9218 -2.5066
H -3.0222 1.0393 0.1561
H -3.8487 2.5406 -0.3122
H -1.1910 2.0770 -0.7872
H -2.0867 2.9754 -1.9903
H -1.3298 0.0784 -2.2615
H -1.5564 1.1981 -3.4753
C -0.2083 -0.6597 -0.0654
O 0.3772 -1.3689 0.9947
H 0.4673 -0.0637 -0.6724
H -0.6141 -1.4330 -0.7366
H -1.1321 -0.1271 0.1765
H -0.2263 -2.0532 1.3007
N 0.2788 2.7451 1.5410
C 0.0717 1.7853 2.4682
C -1.2357 1.8569 2.9128
C -1.7751 3.0404 2.3622
C -0.8185 3.5834 1.5304
H 1.1036 2.8906 0.9850
H 0.8168 1.0229 2.6391
H -1.6841 1.1723 3.6132
H -2.7882 3.4011 2.4324
H -0.8441 4.3365 0.7573
N -0.6537 -3.9387 -1.4481
C -0.0625 -4.4509 -0.3333
C -1.0210 -4.4491 0.6634
C -2.1986 -3.8939 0.0959
C -1.9735 -3.6721 -1.2632
H -0.1820 -3.9261 -2.3355
H 0.9356 -4.8426 -0.4237
H -0.8505 -4.8952 1.6289
H -3.1814 -3.8891 0.5402
H -2.6356 -3.3065 -2.0280
*
```

Results
**ΔE to the lowest compared entry with this formula, charge and spin**: 3.0011 eV
**SMILES string**: c1cc[nH]c1.c1cc[nH]c1.O=C1CCCO1.O=C1CCCO1.CO
**Kohn-Sham gap**: 8.6476 eV
**LUMO level**: 0.52 eV

Results of the Löwdin charge analysis, in e, for atoms 1 through 4:
1 O 0.10
2 C -0.47
3 O 0.04
4 C -0.16

| no. | electronic energy (eV) |
| --- | --- |
| 1 | -231133.1499 |
| 2 | -8524.7147 |
| 3 | -8263.4398 |
| 4 | -163829.7137 |
| 5 | -31267.1792 |